(1)
Formula: C4H7NO2S
Source: the OMol25 dataset
Level of theory: ωB97M-V/def2-TZVPD

Geometry (Å):
C 1.47 -0.58 0.18
C 1.31 0.87 -0.52
C -1.87 1.32 0.15
C -0.89 -1.45 -0.04
H 1.16 -0.59 1.30
H 2.39 -1.11 0.10
H 2.04 1.01 -1.37
H 1.73 1.55 0.21
H -2.76 1.71 0.56
H -0.68 -1.58 1.18
H -1.32 -2.56 -0.02
N -0.73 1.88 0.19
O 0.04 1.22 -0.85
O 0.31 -1.31 -0.55
S -2.20 -0.40 -0.52

Computed properties:
Charge ... 0
LUMO ... 0.6355 eV
SMILES string ... C1=N\OCCOCS/1
Frontier orbital gap ... 9.512 eV
HOMO energy ... -8.9 eV

***

(2)
Formula: C4H7NO2S
Source: the OMol25 dataset
Level of theory: ωB97M-V/def2-TZVPD

Geometry (Å):
O 1.25 1.63 -0.10
C 0.21 1.03 -0.26
N -0.90 1.93 -0.36
C -2.06 1.37 -0.68
O -3.14 1.92 -0.55
C 0.11 -0.46 -0.21
C 1.28 -0.93 0.61
S 1.39 -2.84 0.58
H -0.64 2.91 -0.22
H -2.10 0.25 -1.03
H 0.19 -0.84 -1.16
H -0.84 -0.78 0.27
H 1.33 -0.62 1.69
H 2.35 -0.63 0.13
H 1.62 -2.91 1.92

Computed properties:
Charge ... 0
LUMO ... 0.5636 eV
SMILES string ... O=CNC(=O)CCS
Frontier orbital gap ... 9.962 eV
HOMO energy ... -9.4 eV

***

(3)
Formula: C4H7NO2S
Source: the OMol25 dataset
Level of theory: ωB97M-V/def2-TZVPD

Geometry (Å):
C 0.08 1.41 1.39
C 0.34 0.06 0.91
C -0.06 -0.16 -0.53
C -1.16 -1.12 -0.80
H 0.25 1.42 2.49
H 0.77 2.06 0.86
H -0.99 1.78 1.02
H -1.83 -0.84 -1.68
H -1.88 -1.19 0.18
H -0.27 -2.65 -0.07
H 2.24 1.24 -1.97
N 0.59 0.37 -1.47
O -0.52 -2.38 -0.97
O 1.66 1.21 -1.13
S 0.77 -1.21 1.76

Computed properties:
Charge ... 0
LUMO ... -0.4844 eV
SMILES string ... CC(=S)/C(CO)=N\O
Frontier orbital gap ... 8.510 eV
HOMO energy ... -9.0 eV

***

(4)
Formula: C4H7NO2S2
Source: the OMol25 dataset
Level of theory: ωB97M-V/def2-TZVPD

Geometry (Å):
C -2.51 0.53 0.08
C 1.79 0.03 1.31
C 1.55 0.03 -1.29
C 1.07 -0.28 0.06
N -0.21 -0.55 0.08
O -0.97 -0.66 -0.92
O -0.88 -0.72 1.31
S -2.54 -0.88 0.89
S -3.69 1.30 -0.82
H 1.70 1.09 1.57
H 2.88 -0.11 1.10
H 1.39 -0.61 2.19
H 1.88 1.02 -1.29
H 0.76 -0.01 -2.04
H 2.45 -0.67 -1.54
H -4.67 0.50 -0.68

Computed properties:
Charge ... 0
LUMO ... 0.4173 eV
Frontier orbital gap ... 8.479 eV
HOMO energy ... -8.1 eV

***

(5)
Formula: C4H7NO3
Source: the OMol25 dataset
Level of theory: ωB97M-V/def2-TZVPD

Geometry (Å):
C -0.28 -0.09 -0.15
C -0.74 1.33 -0.15
C -1.22 1.78 -1.54
O -1.86 2.93 -1.45
N 0.50 -0.41 1.05
C 1.24 -1.67 0.87
O 1.26 -2.34 1.90
O 1.54 -1.93 -0.30
H 0.16 -0.35 -1.07
H -1.25 -0.75 -0.45
H -0.07 2.19 0.23
H -1.66 1.52 0.51
H -0.16 2.01 -1.94
H -1.86 1.11 -2.08
H -0.03 -0.24 1.96

Computed properties:
Charge ... -2
LUMO ... 6.8154 eV
SMILES string ... O=C([O-])NCCC[O-]
Frontier orbital gap ... 5.980 eV
HOMO energy ... 0.8 eV

***

(6)
Formula: C4H7NO3
Source: the OMol25 dataset
Level of theory: ωB97M-V/def2-TZVPD

Geometry (Å):
O -1.66 1.61 0.41
C -0.91 0.61 0.67
C 0.09 0.61 1.77
C 0.58 0.77 0.04
N 0.79 -0.50 2.13
C -0.21 -1.32 -2.54
O 0.65 -0.50 -2.92
O -1.38 -1.09 -2.07
H -1.40 -0.36 0.55
H 0.28 1.46 2.42
H 1.58 1.06 0.34
H 0.48 1.34 -0.92
H 0.67 -0.29 -0.27
H 0.40 -1.00 2.92
H 0.05 -2.40 -2.54

Computed properties:
Charge ... 0
LUMO ... -4.9086 eV
Frontier orbital gap ... 3.635 eV
HOMO energy ... -8.5 eV

***

(7)
Formula: C4H7NO3
Source: the OMol25 dataset
Level of theory: ωB97M-V/def2-TZVPD

Geometry (Å):
C -0.90 1.22 -0.18
C -0.94 -0.19 -0.75
C -0.20 1.04 1.07
C 0.20 -0.93 -0.02
N 1.50 -0.64 -0.33
O 1.86 0.07 -1.30
O 2.31 -1.14 0.45
O 0.00 -2.01 0.69
H -0.25 1.81 -0.83
H -1.80 1.82 -0.39
H -1.91 -0.67 -0.45
H -0.80 0.00 -1.84
H 0.76 1.42 1.23
H -0.71 0.71 1.88
H 0.87 -2.52 0.74

Computed properties:
Charge ... 0
LUMO (spin up / spin down) ... -0.5843 / -1.0394 eV
Frontier orbital gap (spin up / spin down) ... 7.872 / 7.611 eV
HOMO energy (spin up / spin down) ... -8.5 / -8.7 eV

***

(8)
Formula: C4H7NO3
Source: the OMol25 dataset
Level of theory: ωB97M-V/def2-TZVPD

Geometry (Å):
O -2.18 -0.15 1.24
C -1.16 -0.68 1.02
C -0.42 -0.71 -0.51
C -0.08 0.78 -0.75
C 0.88 0.99 0.40
O 0.35 0.37 1.43
O 2.15 0.44 -0.06
N -1.39 -1.20 -1.22
H -0.65 -1.36 1.70
H 0.50 -1.28 -0.41
H -0.98 1.34 -0.48
H 0.16 1.00 -1.80
H 1.06 2.08 0.50
H -1.05 -2.05 -1.70
H 2.81 0.43 0.64

Computed properties:
Charge ... 0
LUMO ... -2.5194 eV
Frontier orbital gap ... 7.075 eV
HOMO energy ... -9.6 eV

***

(9)
Formula: C4H7NO3
Source: the OMol25 dataset
Level of theory: ωB97M-V/def2-TZVPD

Geometry (Å):
C 0.45 0.49 0.24
C 1.38 -0.75 0.35
C 0.82 -1.97 1.04
O -0.34 -2.22 1.32
N -0.87 0.12 -0.41
C -1.60 1.09 -0.98
O -1.00 2.27 -1.40
O -2.81 0.99 -0.97
H 0.91 1.32 -0.39
H 0.28 0.70 1.32
H 1.76 -1.21 -0.60
H 2.37 -0.38 0.91
H 1.63 -2.73 1.25
H -1.32 -0.80 -0.15
H -1.65 3.09 -1.52

Computed properties:
Charge ... 0
LUMO ... 0.6072 eV
SMILES string ... O=CCCNC(=O)O
Frontier orbital gap ... 10.193 eV
HOMO energy ... -9.6 eV

***

(10)
Formula: C4H7NO3
Source: the OMol25 dataset
Level of theory: ωB97M-V/def2-TZVPD

Geometry (Å):
C -1.26 0.18 -1.18
N 1.39 0.67 0.06
C -0.99 1.07 -0.02
C -1.21 -0.32 0.23
C -1.24 -1.37 1.02
O 1.81 -0.22 1.07
O 1.92 0.29 -1.17
O -0.91 2.20 0.39
H 2.88 0.22 -1.12
H 1.07 -0.85 1.18
H -2.21 0.22 -1.69
H -0.43 -0.06 -1.84
H 1.67 1.63 0.35
H -1.35 -2.38 0.64
H -1.14 -1.27 2.10

Computed properties:
Charge ... 0
LUMO ... 0.0547 eV
SMILES string ... C=C1CC1=O.ONO
Frontier orbital gap ... 9.202 eV
HOMO energy ... -9.1 eV

***

(11)
Formula: C4H7NO3
Source: the OMol25 dataset
Level of theory: ωB97M-V/def2-TZVPD

Geometry (Å):
C -1.15 -0.31 2.66
C -0.18 1.38 -0.41
C 1.10 0.70 -1.01
C 0.42 -0.66 -0.40
H -0.85 -1.62 2.90
H -2.36 0.15 3.24
H -0.28 0.56 2.97
H -1.08 1.77 -1.04
H 0.17 2.18 0.29
H 2.03 1.00 -0.70
H 0.83 -0.48 -2.55
N -0.50 0.20 0.32
O -1.52 -0.19 1.21
O 1.26 0.58 -2.42
O 0.75 -1.85 -0.34

Computed properties:
Charge ... 0
LUMO ... 0.4196 eV
Frontier orbital gap ... 10.096 eV
HOMO energy ... -9.7 eV

***

(12)
Formula: C4H7NO3
Source: the OMol25 dataset
Level of theory: ωB97M-V/def2-TZVPD

Geometry (Å):
O -1.52 1.71 1.73
C -0.86 1.82 0.69
O -0.37 2.94 0.24
C -0.69 0.65 -0.31
C 0.61 -0.10 -0.13
C 0.49 -1.44 -0.71
N 1.14 -2.50 -0.10
O -0.10 -1.86 -1.68
H -0.66 3.65 0.72
H -0.93 0.86 -1.36
H -1.67 0.05 0.02
H 0.66 -0.23 0.96
H 1.48 0.49 -0.41
H 1.01 -3.52 -0.62
H 1.42 -2.52 0.98

Computed properties:
Charge ... 0
LUMO ... 0.6021 eV
SMILES string ... NC(=O)CCC(=O)O
Frontier orbital gap ... 10.351 eV
HOMO energy ... -9.7 eV

***

(13)
Formula: C4H7NO3
Source: the OMol25 dataset
Level of theory: ωB97M-V/def2-TZVPD

Geometry (Å):
C -2.61 -0.26 -0.02
C -1.12 -0.36 0.42
C 0.01 0.42 -0.32
C 1.26 -0.47 -0.60
N -0.43 0.72 1.03
O -3.08 0.99 0.28
O -3.30 -1.20 -0.36
O -0.36 1.37 -1.24
H -0.94 -1.41 0.60
H 1.05 -1.45 -0.09
H 2.24 0.06 -0.17
H 1.29 -0.39 -1.70
H -2.30 1.41 0.66
H 0.17 0.58 1.83
H 0.07 2.20 -1.07

Computed properties:
Charge ... 0
2S+1 ... 3
LUMO (spin up / spin down) ... 0.6262 / -3.0165 eV
Frontier orbital gap (spin up / spin down) ... 5.623 / 7.208 eV
HOMO energy (spin up / spin down) ... -5.0 / -10.2 eV

***

(14)
Formula: C4H7NO4
Source: the OMol25 dataset
Level of theory: ωB97M-V/def2-TZVPD

Geometry (Å):
C 1.69 0.13 0.56
C -1.12 -1.42 -1.32
C 0.81 -0.69 1.15
C -1.02 -0.05 -0.75
N 1.58 1.55 0.45
O -1.53 -0.09 0.66
O -1.77 1.21 1.18
O 0.57 -1.81 1.44
O -0.67 0.99 -1.21
H -0.97 1.68 0.84
H 2.72 -0.22 0.57
H 2.23 2.08 1.03
H 0.93 1.89 -0.24
H -0.76 -1.41 -2.35
H -0.53 -2.12 -0.73
H -2.16 -1.74 -1.27

Computed properties:
Charge ... 0
LUMO ... -0.0272 eV
SMILES string ... CC(=O)OO.NC=C=O
Frontier orbital gap ... 8.322 eV
HOMO energy ... -8.3 eV

***

(15)
Formula: C4H7NO5S
Source: the OMol25 dataset
Level of theory: ωB97M-V/def2-TZVPD

Geometry (Å):
C -2.83 -1.59 0.77
C -0.36 -0.63 0.37
C 0.56 0.44 -0.09
C 0.86 1.63 0.72
N 0.97 0.48 -1.36
O 1.77 1.18 -2.00
O 0.39 -0.60 -2.20
O -2.53 1.01 0.24
O -3.54 -1.28 1.70
O -0.02 -1.96 -0.02
S -2.18 -0.26 -0.43
H -2.41 -2.49 0.53
H -0.50 -0.62 1.50
H 1.48 1.44 1.49
H -0.09 2.17 1.08
H 1.40 2.24 0.01
H 0.84 -0.49 -3.08
H 0.37 -1.77 -0.86

Computed properties:
Charge ... 0
LUMO (spin up / spin down) ... -0.5067 / -0.5061 eV
Frontier orbital gap (spin up / spin down) ... 8.601 / 8.601 eV
HOMO energy (spin up / spin down) ... -9.1 / -9.1 eV

***

(16)
Formula: C4H7NOS
Source: the OMol25 dataset
Level of theory: ωB97M-V/def2-TZVPD

Geometry (Å):
C -0.12 -1.48 -1.75
C -0.05 0.05 -0.87
C 0.03 0.19 0.64
C 0.75 1.37 1.21
N -1.16 -2.18 -1.42
O 0.65 -1.82 -2.59
S -1.62 0.39 0.00
H 0.57 0.83 -1.41
H 0.08 -0.76 1.12
H 0.48 1.65 2.30
H 0.59 2.22 0.47
H 1.84 1.49 1.13
H -1.78 -1.85 -0.75
H -1.30 -2.96 -1.97

Computed properties:
Charge ... 0
LUMO ... 0.7449 eV
SMILES string ... C[C@H]1S[C@@H]1C(N)=O
Frontier orbital gap ... 9.809 eV
HOMO energy ... -9.1 eV

***

(17)
Formula: C4H7NOS
Source: the OMol25 dataset
Level of theory: ωB97M-V/def2-TZVPD

Geometry (Å):
C -0.71 1.51 -0.21
C -0.32 -1.11 -0.54
C 0.71 1.10 0.19
C 0.96 -0.43 0.09
N 1.51 0.49 -0.84
O -2.90 0.12 -0.40
S -1.57 0.11 0.09
H -0.89 2.50 0.11
H -0.47 -1.02 -1.65
H -0.63 -1.96 -0.01
H 1.05 1.55 1.09
H 1.64 -0.98 0.80
H 1.31 0.37 -1.85
H -1.82 -0.56 1.43

Computed properties:
Charge ... 0
LUMO ... 0.3386 eV
SMILES string ... O=[S@@H]1=C[C@@H]2N[C@@H]2C1
Frontier orbital gap ... 8.431 eV
HOMO energy ... -8.1 eV

***

For the records above, the corresponding relative energy (zero: lowest compared OMol25 entry of this formula, charge and spin) values read 135.66; 37.45; 96.08; 145.27; 34.41; 246.54; 175.25; 149.72; 43.25; 167.03; 188.12; 39.72; 67.41; 137.52; 59.29; 33.00; 136.52 kcal/mol.